Molecular formula: C15H36CuN7O9
Method: DFT, ωB97M-V with the def2-TZVPD basis set

Values from the calculation:
E_HOMO (alpha / beta) (eV): -11.08 / -11.08
Maximum force (eV/Å): 1.744
DFT total energy (Eh): -3293.7718
Energy relative to the best compared isomer or geometry (same formula, charge and spin) (eV): 0.0000

```
! wB97M-V def2-TZVPD RIJCOSX def2/J DEFGRID3
* xyz 1 2
Cu -1.14189 2.39867 -2.94506
N 0.00495 0.31906 -0.40414
O -0.62768 -0.59386 0.14588
O -0.58275 1.25680 -0.95132
O 1.25506 0.17393 -0.53326
C -2.57062 1.54480 2.42640
C -3.22471 1.31260 3.76806
O -4.17683 0.57045 3.91294
N -2.72666 2.06076 4.79060
C -3.25887 1.97981 6.14338
H -2.14856 2.55034 2.37172
H -3.33392 1.47105 1.65027
H -1.83367 0.81423 2.08831
H -2.07514 2.78374 4.54498
H -2.43992 2.12982 6.84268
H -3.70067 0.99677 6.26536
H -4.01908 2.74797 6.28420
C 6.58233 1.24325 -0.64427
C 5.25583 0.69139 -0.22250
O 5.13266 -0.03666 0.77414
N 4.17438 0.90494 -0.98830
C 4.01632 1.63617 -2.23156
H 7.32721 0.48625 -0.40917
H 6.80539 2.11845 -0.03030
H 6.62606 1.53588 -1.68794
H 3.31997 0.61869 -0.52770
H 4.09738 0.96542 -3.08592
H 4.70504 2.47374 -2.32097
H 3.02224 2.08314 -2.22406
C -3.93042 -0.07078 -1.37390
C -3.31928 -0.09615 -2.73986
O -2.59070 0.81761 -3.13317
N -3.61336 -1.14620 -3.52841
C -2.73141 -1.59709 -4.59167
H -3.25308 0.19129 -0.56024
H -4.28763 -1.06948 -1.11469
H -4.71287 0.68842 -1.32776
H -4.23867 -1.81729 -3.11657
H -2.87944 -2.66416 -4.73954
H -1.70552 -1.31794 -4.36728
H -3.01211 -1.16237 -5.55555
O 0.26819 1.20047 -3.88126
C 0.80779 0.15979 -4.25875
N 1.28882 -0.72276 -3.37145
C 0.92217 -0.15936 -5.72372
H 1.36811 -0.47409 -2.38734
H 1.81172 -1.50526 -3.72719
H 0.62326 -1.19129 -5.90804
H 1.94965 -0.00520 -6.05626
H 0.28793 0.52000 -6.28320
O 2.49609 0.10040 4.72188
C 2.79458 -0.15655 3.51426
N 4.05105 -0.36748 3.21144
C 1.71504 -0.14907 2.48502
H 4.70704 -0.58114 3.94980
H 4.33090 -0.31603 2.21262
H 2.08724 -0.02454 1.46374
H 1.03338 0.68855 2.62761
H 1.20815 -1.11542 2.50736
O -3.29627 -3.83503 2.82987
C -2.53626 -3.12684 2.19934
N -2.94366 -2.19767 1.29607
C -1.05269 -3.15414 2.51167
H -3.81864 -2.27444 0.80749
H -2.22236 -1.73567 0.75998
H -0.91088 -2.70616 3.49580
H -0.43515 -2.67590 1.74978
H -0.72457 -4.18865 2.59972
*
```

From a Mulliken analysis of the wavefunction, the atomic charges in e read: atom 1 (Cu): 0.574, atom 2 (N): 0.567, atom 3 (O): -0.574, atom 4 (O): -0.413, atom 5 (O): -0.784, atom 6 (C): -0.456, atom 7 (C): 0.568, atom 8 (O): -0.624, atom 9 (N): -0.202, atom 10 (C): -0.818, atom 11 (H): 0.447, atom 12 (H): 0.058, atom 13 (H): -0.081, atom 14 (H): 0.227, atom 15 (H): 0.301, atom 16 (H): 0.297, atom 17 (H): 0.281, atom 18 (C): -1.147, atom 19 (C): 0.783, atom 20 (O): -0.814, atom 21 (N): 0.071, atom 22 (C): -1.076, atom 23 (H): 0.354, atom 24 (H): 0.260, atom 25 (H): 0.389, atom 26 (H): 0.106, atom 27 (H): 0.283, atom 28 (H): 0.455, atom 29 (H): 0.289, atom 30 (C): -0.406, atom 31 (C): 0.568, atom 32 (O): -0.532, atom 33 (N): -0.141, atom 34 (C): -0.654, atom 35 (H): -0.229, atom 36 (H): 0.211, atom 37 (H): 0.354, atom 38 (H): 0.295, atom 39 (H): 0.386, atom 40 (H): -0.009, atom 41 (H): 0.292, atom 42 (O): -0.418, atom 43 (C): 0.721, atom 44 (N): -0.135, atom 45 (C): -1.354, atom 46 (H): 0.085, atom 47 (H): 0.216, atom 48 (H): 0.402, atom 49 (H): 0.391, atom 50 (H): 0.321, atom 51 (O): -0.224, atom 52 (C): 0.567, atom 53 (N): -0.188, atom 54 (C): 0.326, atom 55 (H): 0.260, atom 56 (H): 0.394, atom 57 (H): -0.478, atom 58 (H): 0.376, atom 59 (H): 0.089, atom 60 (O): -0.643, atom 61 (C): 0.511, atom 62 (N): -0.083, atom 63 (C): -0.630, atom 64 (H): 0.148, atom 65 (H): 0.231, atom 66 (H): 0.192, atom 67 (H): 0.113, atom 68 (H): 0.352

Molecular formula: C10H26N6O20S2
Method: DFT, ωB97M-V with the def2-TZVPD basis set

Values from the calculation:
E_HOMO (eV): -10.27
Maximum force (eV/Å): 8.430
DFT total energy (Eh): -3025.0652
Energy relative to the best compared isomer or geometry (same formula, charge and spin) (eV): 17.5627

```
! wB97M-V def2-TZVPD RIJCOSX def2/J DEFGRID3
* xyz 0 1
C 12.05249 -22.59974 11.24814
N 10.99646 -22.29437 12.27783
O 11.27106 -21.51091 13.23317
O 9.91829 -22.79892 12.06071
H 12.96687 -22.69603 11.83358
H 12.06819 -21.86585 10.44236
H 11.84852 -23.49720 10.66414
C 11.40184 -15.38697 12.09394
N 10.85271 -15.04353 13.46248
O 10.22289 -15.90075 14.04848
O 11.02175 -13.84601 13.77111
H 11.11925 -16.40972 11.84450
H 12.46846 -15.16879 12.14714
H 10.97145 -14.69187 11.37303
C 13.14554 -16.95437 16.09656
N 13.68226 -16.87357 17.48644
O 14.84540 -17.16615 17.68062
O 12.93111 -16.53186 18.41770
H 13.00741 -17.99040 15.78728
H 13.96712 -16.47853 15.56114
H 12.27262 -16.30158 16.09360
C 13.74018 -19.19800 9.93579
N 13.59454 -20.27375 10.97846
O 14.57216 -21.05034 11.11763
O 12.48672 -20.47525 11.46025
H 13.12528 -19.58491 9.12320
H 14.81067 -19.01457 9.84346
H 13.33753 -18.32674 10.45239
C 11.90674 -19.62264 13.46847
N 12.21887 -18.19469 13.29373
O 12.37456 -17.70684 12.19876
O 12.34598 -17.63975 14.36757
H 12.81370 -20.14421 13.16268
H 11.11031 -19.68822 12.72719
H 11.42451 -19.82950 14.42383
C 10.50054 -18.31523 15.89858
N 8.95740 -18.35575 15.90074
O 8.38573 -18.60782 16.94880
O 8.42750 -18.31444 14.80641
H 10.88139 -19.31567 16.10390
H 10.75223 -17.48033 16.55256
H 10.84801 -17.90032 14.95241
O 11.65031 -19.21458 7.61344
S 11.10562 -19.48398 8.87730
O 11.35005 -20.81558 9.41290
O 11.65850 -18.34353 9.97972
C 10.69884 -18.17603 10.96646
C 9.35096 -18.26627 10.27458
O 9.54297 -19.05169 9.12473
H 10.91375 -18.99049 11.65826
H 10.80492 -17.21002 11.46009
H 9.08720 -17.25559 9.96308
H 8.60129 -18.62728 10.97870
O 9.66322 -19.98744 12.12946
S 9.17507 -20.47952 13.42806
O 10.09165 -20.54597 14.60058
O 7.78642 -19.76855 13.83363
C 6.64524 -20.63008 13.81550
C 6.99386 -21.79415 12.95532
O 8.34752 -21.92844 13.23128
H 6.56559 -20.88884 14.87133
H 5.79740 -20.03040 13.48436
H 6.83690 -21.44209 11.93575
H 6.55142 -22.77061 13.15241
*
```

From a Mulliken analysis of the wavefunction, the atomic charges in e read: atom 1 (C): -0.911, atom 2 (N): 1.136, atom 3 (O): -0.452, atom 4 (O): -0.586, atom 5 (H): 0.336, atom 6 (H): 0.302, atom 7 (H): 0.413, atom 8 (C): -0.994, atom 9 (N): 0.958, atom 10 (O): -0.443, atom 11 (O): -0.617, atom 12 (H): 0.257, atom 13 (H): 0.258, atom 14 (H): 0.381, atom 15 (C): -0.927, atom 16 (N): 0.924, atom 17 (O): -0.572, atom 18 (O): -0.565, atom 19 (H): 0.489, atom 20 (H): 0.219, atom 21 (H): 0.375, atom 22 (C): -0.345, atom 23 (N): 0.666, atom 24 (O): -0.658, atom 25 (O): 0.201, atom 26 (H): 0.212, atom 27 (H): 0.447, atom 28 (H): 0.024, atom 29 (C): -0.922, atom 30 (N): 1.604, atom 31 (O): -0.736, atom 32 (O): -0.969, atom 33 (H): 0.868, atom 34 (H): -1.559, atom 35 (H): 0.526, atom 36 (C): -0.177, atom 37 (N): 1.255, atom 38 (O): -0.741, atom 39 (O): -0.508, atom 40 (H): 0.620, atom 41 (H): 0.705, atom 42 (H): -0.775, atom 43 (O): -0.657, atom 44 (S): 1.186, atom 45 (O): -0.512, atom 46 (O): -0.542, atom 47 (C): 0.899, atom 48 (C): -0.003, atom 49 (O): -0.443, atom 50 (H): 0.722, atom 51 (H): -0.550, atom 52 (H): 0.455, atom 53 (H): 0.164, atom 54 (O): -0.430, atom 55 (S): 0.933, atom 56 (O): -0.622, atom 57 (O): -0.297, atom 58 (C): -0.436, atom 59 (C): -0.428, atom 60 (O): -0.378, atom 61 (H): 0.312, atom 62 (H): 0.318, atom 63 (H): 0.255, atom 64 (H): 0.334

Molecular formula: C3H4N4
Method: DFT, ωB97M-V with the def2-TZVPD basis set

Values from the calculation:
E_HOMO (eV): -7.37
Maximum force (eV/Å): 2.095
DFT total energy (Eh): -335.6062
Energy relative to the best compared isomer or geometry (same formula, charge and spin) (eV): 4.5483

```
! wB97M-V def2-TZVPD RIJCOSX def2/J DEFGRID3
* xyz 0 1
N -0.00286 1.51816 1.49952
C 0.07684 0.38605 0.80734
C -1.05469 -0.02028 0.09324
N -0.78955 -1.06252 -0.71441
C -0.28826 -1.91503 -1.32511
N 1.94545 -0.78678 -1.31373
N 2.02956 0.12098 -0.68661
H -0.85132 2.06256 1.62562
H 0.80240 1.82866 2.02207
H -2.06974 0.37443 0.05647
H 0.20215 -2.50624 -2.06440
*
```

From a Mulliken analysis of the wavefunction, the atomic charges in e read: atom 1 (N): -0.269, atom 2 (C): -0.671, atom 3 (C): 0.008, atom 4 (N): -0.108, atom 5 (C): 0.036, atom 6 (N): -0.071, atom 7 (N): -0.047, atom 8 (H): 0.190, atom 9 (H): 0.215, atom 10 (H): 0.335, atom 11 (H): 0.383

- Which formula does entry 3 have?
  C3H4N4